C30H70AlFeN10O14P as an isolated structure at a distorted geometry, computed with ωB97M-V/def2-TZVPD.

LUMO level (alpha / beta) ... -4.448 / -9.211 eV
Expectation value of S² ... 20.036
Strongest force on any atom ... 4.8 eV Å⁻¹
Net charge ... +2
Multiplicity ... 9
Kohn-Sham gap (alpha / beta) ... 5.1 / 3.7 eV
Energy above the lowest of the compared OMol25 structures with the same formula, charge and spin ... 20.1 kcal/mol
E_HOMO (alpha / beta) ... -0.3519 / -0.4742 Eh

Cartesian coordinates (Å):
Fe: -12.576 -11.890 -12.319
Al: -14.624 -15.449 -14.290
P: -14.483 -12.215 -13.547
O: -13.170 -13.049 -13.952
O: -13.924 -10.790 -13.352
O: -14.322 -12.896 -12.157
O: -15.566 -12.699 -14.462
C: -15.155 -7.951 -12.034
O: -14.854 -7.278 -11.080
N: -15.914 -7.402 -13.058
C: -16.541 -6.103 -12.995
C: -16.264 -8.202 -14.219
H: -14.839 -8.979 -12.240
H: -16.615 -5.780 -11.955
H: -17.542 -6.184 -13.410
H: -15.985 -5.305 -13.496
H: -16.006 -9.257 -14.096
H: -17.294 -8.113 -14.557
H: -15.570 -7.906 -15.020
C: -13.724 -13.497 -17.750
O: -13.978 -14.323 -16.887
N: -12.499 -12.995 -17.965
C: -12.194 -12.221 -19.159
C: -11.415 -13.432 -17.122
H: -14.495 -13.149 -18.448
H: -11.900 -11.218 -18.840
H: -13.074 -12.106 -19.789
H: -11.396 -12.676 -19.742
H: -10.475 -12.881 -17.191
H: -11.671 -13.365 -16.065
H: -11.132 -14.464 -17.344
C: -12.639 -10.848 -9.230
O: -12.842 -10.978 -10.440
N: -13.103 -11.612 -8.249
C: -13.952 -12.746 -8.524
C: -12.804 -11.307 -6.874
H: -12.056 -10.022 -8.809
H: -13.452 -13.660 -8.185
H: -14.169 -12.874 -9.581
H: -14.892 -12.676 -7.974
H: -13.682 -10.939 -6.327
H: -12.634 -12.259 -6.361
H: -12.030 -10.564 -6.719
C: -16.017 -10.587 -9.675
O: -15.743 -10.075 -8.607
N: -17.219 -11.122 -9.990
C: -17.471 -11.476 -11.380
C: -18.327 -11.013 -9.050
H: -15.297 -10.737 -10.496
H: -16.696 -11.177 -12.084
H: -18.362 -10.955 -11.742
H: -17.632 -12.553 -11.430
H: -18.022 -10.493 -8.150
H: -19.189 -10.545 -9.525
H: -18.659 -12.010 -8.748
C: -18.486 -10.411 -15.055
O: -19.221 -9.725 -14.363
N: -18.859 -11.335 -15.954
C: -17.802 -12.098 -16.609
C: -20.221 -11.538 -16.350
H: -17.385 -10.385 -15.003
H: -16.842 -11.626 -16.430
H: -17.980 -12.100 -17.684
H: -17.760 -13.106 -16.197
H: -20.915 -11.060 -15.667
H: -20.445 -11.165 -17.359
H: -20.443 -12.596 -16.519
C: -18.259 -14.446 -13.936
O: -17.546 -15.346 -14.339
N: -19.598 -14.350 -14.134
C: -20.352 -15.288 -14.937
C: -20.326 -13.330 -13.435
H: -17.878 -13.568 -13.390
H: -21.140 -15.745 -14.341
H: -19.741 -15.978 -15.509
H: -20.845 -14.699 -15.722
H: -21.104 -12.840 -14.028
H: -20.888 -13.652 -12.549
H: -19.715 -12.484 -13.114
C: -10.511 -15.381 -14.043
O: -11.578 -15.484 -14.632
N: -9.560 -16.322 -14.020
C: -9.791 -17.642 -14.549
C: -8.297 -16.151 -13.337
H: -10.197 -14.472 -13.506
H: -9.042 -17.995 -15.257
H: -10.791 -17.756 -14.956
H: -9.752 -18.375 -13.730
H: -8.211 -15.191 -12.827
H: -8.311 -16.904 -12.540
H: -7.388 -16.249 -13.927
C: -11.723 -14.479 -10.452
O: -11.770 -13.536 -11.251
N: -10.739 -14.645 -9.579
C: -10.644 -15.815 -8.696
C: -9.625 -13.699 -9.561
H: -12.453 -15.301 -10.400
H: -11.105 -16.690 -9.149
H: -11.115 -15.610 -7.736
H: -9.586 -15.998 -8.535
H: -9.000 -13.812 -10.447
H: -9.916 -12.649 -9.560
H: -9.038 -13.888 -8.668
C: -16.453 -14.988 -10.630
O: -16.083 -15.408 -11.711
N: -17.537 -15.426 -9.972
C: -17.936 -14.946 -8.654
C: -18.531 -16.258 -10.651
H: -15.886 -14.242 -10.048
H: -18.874 -14.388 -8.722
H: -17.116 -14.399 -8.199
H: -18.223 -15.815 -8.059
H: -18.821 -17.107 -10.036
H: -19.392 -15.627 -10.879
H: -18.121 -16.627 -11.588
C: -14.418 -10.267 -16.700
O: -15.412 -9.872 -17.281
N: -13.174 -9.743 -16.879
C: -12.174 -10.105 -15.850
C: -12.955 -8.568 -17.663
H: -14.390 -11.151 -16.050
H: -11.230 -10.275 -16.368
H: -12.429 -11.026 -15.335
H: -12.144 -9.263 -15.160
H: -11.880 -8.489 -17.825
H: -13.419 -8.708 -18.644
H: -13.391 -7.641 -17.276

One molecule with the formula C6H12OS2 at a distorted geometry, computed with ωB97M-V/def2-TZVPD.

LUMO level ... 0.233 eV
Strongest force on any atom ... 3.8 eV Å⁻¹
Kohn-Sham gap ... 8.4 eV
Energy above the lowest of the compared OMol25 structures with the same formula, charge and spin ... 44.8 kcal/mol
E_HOMO ... -0.3017 Eh

Cartesian coordinates (Å):
C: 1.054 -0.191 0.614
C: -2.890 -0.033 0.636
C: -1.073 1.195 -0.758
C: 3.116 -1.239 -1.182
C: -0.371 -0.247 1.259
C: -1.442 0.005 0.135
O: 3.035 1.632 0.271
S: 1.793 1.266 0.925
S: 1.574 -1.617 -0.229
H: -3.047 0.704 1.560
H: -3.003 -1.116 0.920
H: -3.550 0.272 -0.220
H: -0.906 2.106 -0.215
H: -0.200 1.054 -1.369
H: -1.905 1.387 -1.465
H: 3.563 -2.204 -1.450
H: 3.666 -0.599 -0.633
H: 2.955 -0.657 -2.147
H: -0.549 0.404 2.156
H: -0.521 -1.278 1.702
H: -1.301 -0.846 -0.509

C50H65BCuN7OP2S as an isolated structure at a distorted geometry, computed with ωB97M-V/def2-TZVPD.

LUMO level (alpha / beta) ... -2.118 / -4.217 eV
Expectation value of S² ... 0.756
Strongest force on any atom ... 1.5 eV Å⁻¹
Net charge ... +1
Multiplicity ... 2
Kohn-Sham gap (alpha / beta) ... 8.3 / 6.2 eV
E_HOMO (alpha / beta) ... -0.3841 / -0.3843 Eh

Cartesian coordinates (Å):
Cu: -1.068 0.397 0.846
C: 0.093 0.994 5.176
C: -0.392 -0.407 4.777
C: 0.686 -1.114 3.970
C: -1.701 -0.270 4.054
C: -2.955 -0.356 4.677
C: -3.863 0.058 3.730
N: -3.190 0.362 2.610
N: -1.863 0.151 2.794
B: -3.748 1.210 1.440
N: -3.841 0.380 0.167
C: -5.012 0.142 -0.437
C: -4.793 -0.760 -1.445
C: -3.418 -1.035 -1.406
N: -2.838 -0.341 -0.406
C: -2.784 -2.046 -2.324
C: -1.389 -1.659 -2.807
C: -3.668 -2.308 -3.549
N: -2.825 2.433 1.297
C: -3.188 3.707 1.508
C: -2.048 4.459 1.681
C: -0.987 3.548 1.566
N: -1.477 2.328 1.333
C: 0.463 3.828 1.801
C: 0.650 4.539 3.147
C: 1.066 4.664 0.671
H: 1.037 0.925 5.719
H: 0.248 1.595 4.278
H: -0.631 1.506 5.810
H: -0.598 -0.978 5.684
H: 0.885 -0.550 3.058
H: 1.613 -1.183 4.541
H: 0.380 -2.123 3.693
H: -3.152 -0.676 5.686
H: -4.932 0.176 3.787
H: -4.845 1.583 1.724
H: -5.919 0.617 -0.105
H: -5.532 -1.170 -2.109
H: -2.721 -2.984 -1.765
H: -1.465 -1.151 -3.769
H: -0.908 -0.995 -2.094
H: -0.775 -2.548 -2.947
H: -3.905 -1.371 -4.057
H: -3.131 -2.953 -4.246
H: -4.601 -2.807 -3.289
H: -4.227 3.994 1.528
H: -1.986 5.518 1.864
H: 0.976 2.868 1.831
H: 0.289 5.567 3.083
H: 0.098 4.041 3.944
H: 1.707 4.566 3.419
H: 0.636 5.667 0.659
H: 2.146 4.751 0.802
H: 0.861 4.199 -0.292
C: 4.049 -5.604 -2.131
S: 5.218 -4.223 -2.108
C: 4.074 -2.859 -2.474
C: 3.247 -2.438 -1.262
C: 2.067 -1.583 -1.718
N: 1.238 -0.930 -0.691
P: 0.463 -1.555 0.702
C: 1.759 -2.502 1.595
C: 1.537 -3.785 2.096
C: 2.531 -4.440 2.809
C: 3.744 -3.815 3.058
C: 3.954 -2.521 2.605
C: 2.964 -1.866 1.894
C: -0.667 -2.937 0.295
C: -0.309 -4.010 -0.523
C: -1.155 -5.097 -0.660
C: -2.359 -5.139 0.033
C: -2.710 -4.091 0.871
C: -1.868 -2.996 1.001
P: 0.996 0.788 -0.672
C: 2.628 1.313 0.019
C: 3.782 1.469 -0.749
C: 4.989 1.777 -0.139
C: 5.063 1.946 1.237
C: 3.925 1.774 2.010
C: 2.722 1.447 1.403
C: 1.149 1.423 -2.383
C: 0.838 0.711 -3.537
C: 0.917 1.314 -4.783
C: 1.293 2.643 -4.900
C: 1.602 3.365 -3.756
C: 1.524 2.763 -2.512
H: 4.638 -6.516 -2.094
H: 3.471 -5.586 -3.053
H: 3.390 -5.567 -1.263
H: 3.438 -3.177 -3.304
H: 4.705 -2.039 -2.818
H: 3.881 -1.876 -0.581
H: 2.896 -3.327 -0.736
H: 1.428 -2.202 -2.354
H: 2.467 -0.784 -2.343
H: 0.596 -4.288 1.930
H: 2.344 -5.443 3.169
H: 4.516 -4.328 3.616
H: 4.892 -2.019 2.802
H: 3.138 -0.857 1.549
H: 0.646 -4.003 -1.036
H: -0.870 -5.925 -1.297
H: -3.023 -5.986 -0.082
H: -3.638 -4.127 1.427
H: -2.132 -2.192 1.673
H: 3.752 1.355 -1.823
H: 5.877 1.893 -0.748
H: 6.002 2.203 1.707
H: 3.973 1.891 3.086
H: 1.840 1.275 2.011
H: 0.558 -0.329 -3.476
H: 0.684 0.734 -5.668
H: 1.342 3.117 -5.871
H: 1.911 4.399 -3.832
H: 1.796 3.333 -1.634
C: -2.728 4.163 -2.955
C: -2.649 2.940 -3.869
C: -2.509 1.822 -2.847
O: -1.708 2.356 -1.792
C: -1.765 3.788 -1.830
H: -3.742 4.278 -2.568
H: -2.439 5.093 -3.443
H: -1.763 2.989 -4.505
H: -3.528 2.816 -4.500
H: -2.008 0.936 -3.237
H: -3.490 1.535 -2.452
H: -0.757 4.163 -2.034
H: -2.091 4.164 -0.860

> Among the records above, which one has the lowest strongest force on any atom?

C50H65BCuN7OP2S